Molecular formula: C12H4F4NO5
Method: DFT, ωB97M-V with the def2-TZVPD basis set

- HOMO (eV) = -3.555
- 2S+1 = 1
- net charge = -1
- HOMO-LUMO gap (eV) = 5.4
- LUMO (eV) = 1.8
- SMILES string = O=C1C(F)=C(F)C([O-])=C(F)[C@@]1(F)Oc1ccccc1[N+](=O)[O-]

```
26
C12H4F4NO5 ωB97M-V with the def2-TZVPD basis set
F -2.56 1.06 2.41
C -1.40 0.44 2.25
C -1.44 -0.98 1.92
F -2.46 -1.62 2.62
C -0.12 -1.75 2.13
O -0.12 -2.97 2.02
C 1.06 -0.94 2.33
F 2.24 -1.59 2.51
C 1.02 0.42 2.38
F 2.15 1.10 2.61
C -0.22 1.22 2.32
O -0.20 2.46 2.42
O -1.67 -1.07 0.53
C -1.86 -2.29 -0.07
C -0.92 -2.73 -1.01
N 0.27 -1.95 -1.29
O 1.00 -2.38 -2.22
O 0.53 -0.90 -0.67
C -1.10 -3.93 -1.71
C -2.22 -4.69 -1.43
C -3.15 -4.29 -0.45
C -2.97 -3.08 0.22
H -0.36 -4.20 -2.46
H -2.38 -5.63 -1.97
H -4.03 -4.90 -0.23
H -3.69 -2.74 0.96
```


Molecular formula: C12H50N2O12
Method: DFT, ωB97M-V with the def2-TZVPD basis set

- HOMO (eV) = -8.736
- 2S+1 = 1
- HOMO-LUMO gap (eV) = 8.3
- LUMO (eV) = -0.5
- SMILES string = COC[C@H](C)N.COC[C@H](C)N.CCO.CCO.O.O.O.O.O.O.O.O

```
76
C12H50N2O12 ωB97M-V with the def2-TZVPD basis set
C 18.66 -19.96 -16.96
C 19.87 -19.02 -16.88
O 20.81 -19.30 -17.92
H 18.25 -19.99 -17.97
H 17.92 -19.42 -16.34
H 18.76 -20.96 -16.57
H 20.28 -19.15 -15.87
H 19.47 -18.01 -16.98
H 21.21 -18.46 -18.15
C 18.95 -23.28 -12.78
C 19.11 -22.91 -14.24
O 20.48 -23.12 -14.62
H 18.00 -23.00 -12.31
H 19.70 -22.79 -12.15
H 19.11 -24.35 -12.60
H 18.91 -21.83 -14.34
H 18.40 -23.41 -14.89
H 20.98 -22.46 -14.11
C 22.46 -25.64 -12.79
C 23.21 -24.78 -11.77
C 22.68 -24.65 -10.38
O 23.48 -23.77 -9.64
C 22.95 -23.54 -8.35
N 24.61 -25.27 -11.75
H 21.56 -25.10 -13.13
H 22.15 -26.57 -12.31
H 23.03 -25.77 -13.70
H 23.24 -23.78 -12.23
H 22.72 -25.65 -9.90
H 21.62 -24.35 -10.41
H 23.72 -23.00 -7.80
H 22.73 -24.48 -7.83
H 22.00 -22.99 -8.43
H 24.99 -25.24 -12.70
H 25.23 -24.59 -11.32
C 19.18 -28.30 -10.13
C 17.76 -27.93 -10.48
C 16.83 -28.03 -9.27
O 16.81 -29.37 -8.81
C 16.04 -29.51 -7.63
N 17.72 -26.54 -10.93
H 19.20 -29.31 -9.72
H 19.67 -27.58 -9.49
H 19.75 -28.42 -11.06
H 17.27 -28.56 -11.22
H 15.81 -27.73 -9.54
H 17.14 -27.35 -8.46
H 16.41 -28.86 -6.83
H 16.11 -30.54 -7.28
H 14.99 -29.31 -7.89
H 16.85 -26.21 -11.31
H 18.53 -26.34 -11.51
O 24.18 -23.15 -14.98
H 23.53 -22.49 -15.30
H 24.24 -22.98 -14.04
O 19.43 -25.97 -15.13
H 20.23 -26.45 -15.35
H 19.72 -25.06 -15.00
O 15.64 -24.35 -15.01
H 15.71 -23.38 -15.15
H 14.81 -24.61 -15.43
O 20.34 -19.65 -12.30
H 20.71 -19.69 -11.41
H 19.37 -19.68 -12.16
O 22.16 -21.42 -16.40
H 21.40 -21.94 -16.10
H 21.80 -20.63 -16.81
O 22.37 -21.49 -13.05
H 23.09 -21.33 -12.43
H 21.66 -20.87 -12.77
O 17.49 -19.93 -12.37
H 16.86 -20.21 -11.68
H 17.01 -19.27 -12.88
O 16.03 -21.64 -15.57
H 16.19 -20.73 -15.30
H 15.78 -21.58 -16.50
```


Molecular formula: C12H5AsBr4MoO8S5Sb
Method: DFT, ωB97M-V with the def2-TZVPD basis set

- HOMO (eV) = -6.080
- 2S+1 = 1
- net charge = -1
- HOMO-LUMO gap (eV) = 5.9
- LUMO (eV) = -0.1

```
37
C12H5AsBr4MoO8S5Sb ωB97M-V with the def2-TZVPD basis set
Mo -0.34 -0.28 -0.60
Br 1.48 -4.11 4.93
C 0.61 -3.44 3.40
C -0.65 -3.94 3.03
Br -1.48 -5.29 4.05
C -1.29 -3.44 1.90
Br -2.98 -4.04 1.33
C -0.69 -2.44 1.17
O -1.16 -1.94 0.03
C 0.56 -1.92 1.54
O 1.01 -0.99 0.74
C 1.22 -2.43 2.65
Br 2.90 -1.71 3.07
S 0.54 -1.95 -5.17
Sb 0.55 -0.16 -3.85
S -1.61 -0.56 -2.32
S 1.65 -0.68 -1.78
S 0.43 1.98 -4.44
O -3.65 0.18 0.50
As -2.54 0.80 1.71
O -2.80 0.09 3.14
O -1.00 0.49 1.03
C -2.81 2.70 1.74
C -3.95 3.10 2.42
C -4.24 4.45 2.58
C -3.37 5.40 2.06
C -2.23 5.00 1.39
C -1.93 3.65 1.22
S -0.86 2.89 -1.08
O -0.78 3.31 0.59
O -2.23 2.43 -1.24
O 0.09 1.69 -1.02
H -4.00 -0.67 0.82
H -4.60 2.35 2.85
H -5.14 4.75 3.11
H -3.58 6.45 2.18
H -1.53 5.73 0.98
```